Entry 1:
# H20O10

A 10-piece molecular cluster, H20O10 overall (the ωB97M-V functional and the def2-TZVPD basis, OMol25).

Properties
E_HOMO: -10.92 eV
Energy above the lowest of the compared OMol25 structures with the same formula, charge and spin: 97.6 kcal per mole

Geometry as XYZ:
```
30
Properties=species:S:1:pos:R:3:forces:R:3
O 0.12317 -0.75116 -0.12147 0.568 0.044 -0.060
H 0.80556 -0.43249 -0.72295 -0.125 0.127 -0.048
H 0.43732 -0.48709 0.75063 -0.081 -0.147 0.191
O 4.81656 0.21646 -1.47387 -0.327 0.104 0.069
H 4.31673 0.95678 -1.83591 0.114 0.001 -0.098
H 4.53987 0.17540 -0.55151 0.419 -0.056 -0.043
O -3.03982 -3.51878 0.05823 -0.185 -0.182 0.012
H -3.96775 -3.71566 -0.11253 0.079 0.064 0.025
H -2.63279 -4.38539 0.16917 0.085 0.128 -0.053
O -2.49525 0.36672 -0.38775 -0.195 0.343 -0.074
H -2.87312 0.58493 -1.24716 -0.256 -0.121 0.362
H -2.49030 1.20599 0.08616 -0.040 -0.109 0.002
O 0.53447 -3.30714 -1.56524 0.278 -0.031 -0.297
H 0.96291 -2.62368 -1.03768 -0.334 -0.020 0.204
H 0.88864 -3.17544 -2.45192 -0.056 -0.129 0.051
O -2.18737 3.65119 2.71151 0.144 -0.083 -0.178
H -1.28380 3.97905 2.64040 -0.074 0.025 0.045
H -2.15043 2.77379 2.31425 -0.046 0.040 0.155
O 0.52469 3.98419 -1.31106 -0.200 -0.029 0.076
H -0.03702 4.76657 -1.34794 0.108 -0.011 -0.015
H -0.09667 3.24789 -1.33867 0.101 -0.006 -0.052
O 0.25372 -1.55650 3.69201 0.081 0.038 0.156
H 0.53474 -2.45215 3.91069 -0.042 0.052 -0.123
H 0.48421 -1.04109 4.47317 -0.037 -0.026 -0.086
O 3.51610 -0.50344 1.43638 0.080 0.254 -0.235
H 3.77932 0.37745 1.72575 -0.027 -0.038 0.153
H 3.22509 -0.37423 0.52665 -0.254 -0.231 0.149
O -2.07524 0.68371 -3.38181 -0.157 0.085 0.134
H -2.43849 1.39944 -2.84818 0.131 0.080 -0.315
H -1.97504 -0.04533 -2.75935 0.249 -0.165 -0.107
```
Forces are in eV/Å.

---

Entry 2:
# C26H32IrO2PS2

C26H32IrO2PS2 as an isolated structure (the ωB97M-V functional and the def2-TZVPD basis, OMol25).

Properties
E_HOMO (alpha / beta): -11.26 / -11.13 eV
<S²>: 0.7588
Energy above the lowest of the compared OMol25 structures with the same formula, charge and spin: 0.0 kcal per mole
Charge: +1
Spin multiplicity: 2

Geometry as XYZ:
```
64
Properties=species:S:1:pos:R:3:forces:R:3
Ir -0.54455 -0.18005 -1.25427 0.013 -0.143 -0.051
C 2.05387 1.12242 0.19771 -0.015 -0.022 0.043
O 1.70925 0.05243 -0.69277 -0.039 0.022 0.003
C 2.49975 -0.00289 -1.88146 -0.068 0.006 -0.015
C 1.76414 0.70530 -2.99670 0.012 -0.029 -0.036
O 0.47203 0.09717 -3.19211 0.011 -0.026 0.016
C 0.48148 -1.00767 -4.11411 0.000 0.017 -0.009
H 3.07464 0.97475 0.55432 -0.004 0.001 -0.003
H 1.35869 1.06395 1.03194 0.008 0.010 -0.015
H 1.95661 2.09163 -0.29489 -0.017 0.032 -0.012
H 2.64059 -1.05935 -2.11430 -0.009 -0.010 0.015
H 3.47584 0.45161 -1.70372 0.010 0.014 -0.027
H 2.32186 0.66831 -3.93408 0.002 0.010 0.006
H 1.56498 1.74662 -2.73884 0.035 0.006 0.039
H 0.82907 -0.64918 -5.08267 -0.005 -0.008 -0.004
H -0.54262 -1.35999 -4.18824 0.002 -0.005 -0.004
H 1.12159 -1.81420 -3.75476 -0.001 0.003 0.007
S -0.14611 -2.63759 -1.21295 0.029 0.061 0.008
P -0.64596 -2.39809 0.72974 0.110 -0.133 0.059
S -1.70405 -0.65641 0.69692 -0.061 0.157 -0.009
C 0.81552 -2.18297 1.76879 -0.028 -0.015 -0.015
C 2.08017 -2.53966 1.31602 -0.009 -0.011 -0.009
C 3.18308 -2.35993 2.14020 0.007 -0.008 -0.009
C 3.02255 -1.82430 3.40917 -0.013 0.007 0.007
C 1.75754 -1.46941 3.86426 0.024 -0.004 0.004
C 0.65456 -1.64860 3.04752 -0.038 0.001 -0.013
C -1.60538 -3.73916 1.42524 0.017 -0.007 0.003
C -2.93709 -3.87747 1.03320 0.005 -0.013 0.004
C -3.68554 -4.93714 1.51484 -0.002 0.016 -0.011
C -3.10694 -5.85846 2.37888 0.008 -0.009 0.009
C -1.78138 -5.72428 2.76532 0.004 0.000 0.003
C -1.02500 -4.66347 2.29115 -0.009 -0.001 0.010
H 2.19693 -2.95193 0.32201 0.005 0.003 0.002
H 4.16701 -2.64409 1.79088 0.001 0.001 0.002
H 3.88351 -1.68565 4.04982 0.000 -0.001 0.000
H 1.63277 -1.05542 4.85580 -0.002 0.001 0.001
H -0.33119 -1.36825 3.40014 0.005 0.004 0.000
H -3.38060 -3.15557 0.35843 -0.001 0.000 -0.004
H -4.71966 -5.04587 1.21737 0.000 -0.001 0.001
H -3.69441 -6.68600 2.75403 -0.002 0.001 -0.001
H -1.33551 -6.44366 3.43871 -0.002 -0.001 0.000
H 0.00777 -4.55543 2.59696 -0.002 -0.003 -0.003
C -2.60388 2.38470 0.38030 -0.079 -0.096 -0.086
C -1.87896 2.71203 -0.91679 0.184 0.023 0.128
C -2.86330 3.37409 -1.89008 -0.018 -0.016 -0.032
C -1.17169 1.56624 -1.57385 -0.094 0.117 -0.028
C -0.63603 3.60652 -0.68003 -0.024 0.037 -0.009
C 0.06732 4.14386 -1.76206 0.004 -0.002 0.022
C 1.20552 4.91227 -1.56396 -0.017 -0.013 -0.022
C 1.65857 5.16707 -0.27806 0.008 0.020 0.028
C 0.96137 4.65241 0.80537 0.019 -0.005 -0.015
C -0.16665 3.87010 0.60624 -0.010 -0.046 -0.037
H -3.44927 1.72875 0.16403 0.021 0.007 0.042
H -2.99322 3.29566 0.83626 -0.001 0.006 -0.009
H -1.96257 1.88298 1.10011 -0.011 0.012 0.017
H -3.69547 2.69937 -2.09750 0.003 -0.001 0.011
H -2.39822 3.63308 -2.83997 -0.002 0.012 -0.004
H -3.26581 4.28442 -1.44524 0.009 0.002 -0.004
H -0.93556 1.86596 -2.60565 0.014 -0.010 -0.013
H -0.28133 3.98303 -2.77418 0.000 0.009 -0.005
H 1.72689 5.32723 -2.41686 0.001 0.001 0.001
H 2.53699 5.77885 -0.12116 0.002 -0.004 0.001
H 1.29382 4.86281 1.81360 0.000 -0.001 0.000
H -0.68829 3.47654 1.46598 0.009 0.024 0.021
```
Forces are in eV/Å.

---

Entry 3:
# C6H14N2O2

A 2-piece molecular cluster, C6H14N2O2 overall at a distorted geometry (the ωB97M-V functional and the def2-TZVPD basis, OMol25).

Properties
E_HOMO: -9.09 eV
Energy above the lowest of the compared OMol25 structures with the same formula, charge and spin: 32.5 kcal per mole

Geometry as XYZ:
```
24
Properties=species:S:1:pos:R:3:forces:R:3
C 2.32802 -2.12680 -0.29818 0.192 -1.178 -1.283
N 1.58885 -0.91226 -0.12794 -1.459 1.017 3.262
C 2.23143 0.17648 0.51115 0.596 -0.521 -2.334
C 1.43426 1.13852 1.35288 -0.203 0.869 -0.362
O 3.36429 0.44474 0.15134 0.100 0.127 0.888
H 3.27788 -1.96279 -0.77961 0.502 0.498 0.190
H 2.49822 -2.69822 0.62762 -0.168 0.115 -0.261
H 1.82131 -2.74297 -1.07326 -0.063 0.086 0.832
H 0.73370 -1.07350 0.44842 0.626 -0.080 -1.295
H 1.14822 0.84997 2.35608 0.702 -0.343 0.408
H 1.99668 2.08546 1.30228 -0.210 -0.453 0.513
H 0.44788 1.33884 0.95270 -0.120 -0.131 -0.669
C -1.32891 1.39912 -1.69955 -1.026 -0.232 -0.798
N -2.47496 0.74063 -1.04216 2.144 -0.046 0.748
C -2.20583 -0.04950 0.06234 -0.992 -0.170 -0.373
C -3.41629 -0.35205 0.91838 0.336 -1.208 0.138
O -1.08580 -0.42849 0.34630 -0.419 0.479 0.248
H -1.39107 2.46659 -1.53706 0.021 0.297 -0.064
H -0.35145 1.05707 -1.41620 0.111 -0.503 0.644
H -1.40478 1.17489 -2.75707 0.055 0.286 -0.346
H -3.31368 0.68824 -1.58772 -0.354 -0.031 0.465
H -4.31511 -0.32259 0.31127 -0.353 0.660 0.409
H -3.39376 -1.35857 1.33995 0.416 -0.291 -0.456
H -3.37035 0.20671 1.85516 -0.435 0.754 -0.502
```
Forces are in eV/Å.